(1)
{"formula": "C39H28BrClN3O7PSc", "method": "the ωB97M-V functional and the def2-TZVPD basis", "symbols": ["Sc", "O", "C", "C", "C", "N", "C", "C", "C", "O", "O", "C", "O", "O", "H", "H", "H", "Cl", "C", "C", "C", "C", "C", "C", "P", "C", "C", "C", "C", "C", "C", "C", "C", "C", "C", "C", "C", "H", "H", "H", "H", "H", "H", "H", "H", "H", "H", "H", "H", "H", "H", "C", "O", "C", "C", "C", "Br", "C", "C", "C", "O", "C", "N", "C", "C", "C", "C", "C", "C", "N", "H", "H", "H", "H", "H", "H", "H", "H", "H", "H", "H"], "xyz": [[0.133, 1.087, 0.698], [-1.904, 1.761, 6.495], [-1.479, 1.499, 5.258], [-2.335, 1.034, 4.249], [-1.809, 0.852, 2.982], [-0.526, 1.074, 2.730], [0.310, 1.497, 3.675], [-0.124, 1.736, 4.964], [1.704, 1.745, 3.055], [2.629, 2.133, 3.725], [1.702, 1.494, 1.790], [-2.541, 0.468, 1.683], [-3.692, 0.102, 1.703], [-1.777, 0.601, 0.654], [-2.852, 1.596, 6.598], [-3.381, 0.839, 4.434], [0.541, 2.112, 5.726], [2.378, -0.006, -0.732], [2.971, -1.368, 0.158], [4.320, -1.671, 0.146], [4.758, -2.800, 0.818], [3.853, -3.626, 1.464], [2.509, -3.299, 1.495], [2.051, -2.147, 0.863], [0.322, -1.533, 0.958], [-0.474, -2.570, -0.319], [-0.731, -3.928, -0.152], [-1.354, -4.635, -1.165], [-1.710, -4.001, -2.346], [-1.444, -2.653, -2.520], [-0.827, -1.940, -1.508], [-0.318, -2.215, 2.513], [-1.666, -2.565, 2.601], [-2.179, -3.028, 3.799], [-1.358, -3.144, 4.909], [-0.032, -2.745, 4.839], [0.485, -2.260, 3.652], [5.014, -1.031, -0.377], [5.809, -3.039, 0.825], [4.197, -4.523, 1.956], [1.803, -3.925, 2.023], [-0.463, -4.426, 0.769], [-1.568, -5.684, -1.028], [-2.208, -4.560, -3.124], [-1.734, -2.153, -3.433], [-0.638, -0.873, -1.612], [-2.306, -2.472, 1.734], [-3.221, -3.301, 3.860], [-1.751, -3.542, 5.831], [0.600, -2.814, 5.710], [1.514, -1.924, 3.603], [-0.602, 4.265, 1.801], [-0.228, 3.378, 0.749], [-0.144, 3.930, -0.515], [-0.166, 5.270, -0.808], [-0.093, 5.670, -2.149], [-0.077, 7.530, -2.534], [-0.042, 4.762, -3.176], [0.000, 3.382, -2.898], [0.002, 2.944, -1.542], [0.129, 1.702, -1.191], [0.047, 2.397, -3.940], [0.287, 1.100, -3.712], [0.272, 0.411, -4.898], [0.495, -0.924, -5.187], [0.395, -1.302, -6.512], [0.082, -0.380, -7.514], [-0.116, 0.961, -7.237], [-0.010, 1.352, -5.908], [-0.135, 2.572, -5.266], [-1.576, 4.725, 1.594], [0.156, 5.037, 1.954], [-0.681, 3.664, 2.706], [-0.222, 6.023, -0.038], [-0.008, 5.124, -4.191], [0.410, 0.754, -2.760], [0.736, -1.626, -4.405], [0.559, -2.334, -6.776], [-0.005, -0.731, -8.532], [-0.340, 1.662, -8.027], [-0.324, 3.454, -5.716]], "lowdin_charge": [0.767, 0.110, -0.268, 0.098, -0.143, 0.034, -0.150, 0.104, -0.547, 0.119, -0.133, -0.567, 0.107, -0.114, 0.131, 0.137, 0.142, 0.814, -0.602, -0.079, -0.055, -0.056, -0.077, -0.342, 1.092, -0.331, -0.073, -0.060, -0.064, -0.076, -0.094, -0.357, -0.091, -0.058, -0.067, -0.065, -0.095, 0.114, 0.114, 0.113, 0.110, 0.111, 0.111, 0.110, 0.103, 0.074, 0.116, 0.113, 0.108, 0.110, 0.114, -0.003, -0.142, -0.158, -0.030, -0.664, 0.777, -0.072, -0.051, -0.224, -0.207, -0.144, 0.221, -0.154, 0.001, -0.060, -0.063, 0.005, -0.150, 0.212, 0.122, 0.116, 0.091, 0.111, 0.103, 0.119, 0.114, 0.113, 0.114, 0.119, 0.178], "charge": 1, "homo_ev": -10.8771, "energy_ev": -172256.7829, "spin_multiplicity": 1, "relative_energy_ev": 0.0000, "homo_lumo_gap_ev": 7.788}


(2)
{"formula": "C39H29BrF4MnNO5P", "method": "the ωB97M-V functional and the def2-TZVPD basis", "symbols": ["Mn", "O", "C", "C", "N", "C", "C", "O", "O", "C", "C", "O", "O", "H", "H", "H", "H", "H", "H", "H", "H", "H", "F", "C", "C", "F", "C", "F", "C", "P", "C", "C", "C", "C", "C", "C", "C", "C", "C", "C", "C", "C", "C", "Br", "C", "F", "H", "H", "H", "H", "H", "H", "H", "H", "H", "H", "C", "C", "C", "C", "C", "C", "C", "C", "C", "C", "C", "C", "C", "C", "C", "H", "H", "H", "H", "H", "H", "H", "H", "H", "H"], "xyz": [[0.276, -0.524, 0.114], [1.310, -2.269, 0.724], [2.639, -2.405, 0.151], [3.032, -1.079, -0.488], [1.853, -0.428, -1.093], [2.014, 1.017, -1.423], [0.611, 1.610, -1.589], [0.365, 2.372, -2.496], [-0.235, 1.171, -0.680], [1.322, -1.199, -2.258], [0.161, -2.055, -1.773], [0.113, -3.226, -1.673], [-0.990, -1.246, -1.458], [1.220, -2.809, 1.513], [2.623, -3.220, -0.569], [3.350, -2.645, 0.936], [3.813, -1.242, -1.234], [3.410, -0.403, 0.273], [2.624, 1.174, -2.309], [2.474, 1.494, -0.561], [2.060, -1.864, -2.701], [0.960, -0.516, -3.023], [-6.155, 2.001, 1.055], [-5.286, 1.312, 0.354], [-5.514, 1.066, -0.979], [-6.607, 1.508, -1.562], [-4.581, 0.339, -1.686], [-4.852, 0.085, -2.965], [-3.405, -0.145, -1.114], [-2.356, -1.012, -2.291], [-1.913, -0.057, -3.685], [-2.117, 1.321, -3.723], [-1.666, 2.036, -4.821], [-1.007, 1.386, -5.853], [-0.776, 0.014, -5.801], [-1.226, -0.717, -4.717], [-3.056, -2.574, -2.671], [-3.415, -2.922, -3.975], [-3.999, -4.159, -4.206], [-4.224, -5.027, -3.148], [-3.879, -4.671, -1.845], [-3.296, -3.442, -1.600], [-3.226, 0.074, 0.262], [-1.873, -0.672, 1.360], [-4.153, 0.806, 0.967], [-4.005, 1.031, 2.265], [-2.587, 1.841, -2.898], [-1.814, 3.109, -4.856], [-0.655, 1.956, -6.707], [-0.250, -0.484, -6.607], [-1.048, -1.787, -4.677], [-3.270, -2.231, -4.796], [-4.284, -4.439, -5.213], [-4.681, -5.991, -3.336], [-4.068, -5.351, -1.025], [-3.024, -3.165, -0.586], [1.185, 0.278, 1.603], [1.766, 0.813, 2.546], [2.424, 1.410, 3.610], [2.132, 0.911, 4.951], [3.134, 0.840, 5.930], [2.839, 0.351, 7.190], [1.542, -0.043, 7.494], [0.540, 0.018, 6.529], [0.836, 0.471, 5.259], [3.357, 2.491, 3.384], [3.908, 2.693, 2.106], [4.793, 3.722, 1.877], [5.134, 4.582, 2.921], [4.577, 4.417, 4.184], [3.692, 3.383, 4.418], [4.151, 1.120, 5.683], [3.621, 0.275, 7.935], [1.308, -0.405, 8.489], [-0.471, -0.286, 6.775], [0.064, 0.534, 4.503], [3.641, 2.012, 1.308], [5.221, 3.866, 0.893], [5.828, 5.394, 2.743], [4.824, 5.107, 4.980], [3.214, 3.297, 5.384]], "lowdin_charge": [0.321, -0.122, -0.125, -0.116, -0.214, -0.038, -0.579, 0.096, -0.127, -0.009, -0.442, 0.212, -0.257, 0.135, 0.127, 0.141, 0.147, 0.117, 0.145, 0.115, 0.155, 0.137, 0.196, -0.115, -0.123, 0.186, -0.200, 0.133, -0.183, 1.066, -0.289, -0.051, -0.033, -0.021, -0.040, -0.092, -0.285, -0.049, -0.035, -0.026, -0.037, -0.055, -0.454, 1.117, -0.250, 0.109, 0.125, 0.129, 0.125, 0.121, 0.117, 0.111, 0.123, 0.124, 0.121, 0.112, 0.012, -0.042, -0.060, -0.176, -0.019, -0.042, -0.036, -0.047, -0.005, -0.160, 0.001, -0.042, -0.025, -0.035, 0.000, 0.127, 0.120, 0.120, 0.116, 0.114, 0.092, 0.117, 0.122, 0.121, 0.125], "charge": 2, "s2": 0.77, "homo_ev": [-13.8405, -13.3487], "energy_ev": -174145.6402, "spin_multiplicity": 2, "homo_lumo_gap_ev": [7.204, 6.687]}